Record 1
{
  "formula": "CHCl2NO2",
  "method": "the ωB97M-V functional and the def2-TZVPD basis",
  "smiles": "O=CON(Cl)Cl",
  "multiplicity": 1,
  "de_lowest_kcal_mol": 69.1,
  "gap_ha": 0.3705,
  "e_lumo_ev": -0.81,
  "species": ["C", "N", "O", "O", "Cl", "Cl", "H"],
  "xyz": [[-1.201193, 0.234533, -0.355751], [0.896482, -0.345324, 0.547438], [-2.001346, 0.404681, -1.218138], [-0.005765, -0.223128, -0.600401], [1.925353, 1.080205, 0.379807], [1.896244, -1.732850, 0.483683], [-1.509778, 0.581882, 0.763363]],
  "atomic_forces_ev_per_a": [[-3.2, 2.2, 3.5], [-1.0, 1.7, 0.3], [0.2, -0.3, -0.6], [3.2, -2.0, -0.5], [-0.2, -0.4, 0.1], [-0.4, -0.1, -0.7], [1.4, -1.1, -2.1]]
}

***

Record 2
{
  "formula": "BrH12O6",
  "method": "the ωB97M-V functional and the def2-TZVPD basis",
  "multiplicity": 2,
  "de_lowest_kcal_mol": 1.1,
  "gap_ha": [0.4301, 0.2219],
  "s2": 0.75,
  "e_lumo_ev": [-0.05, -5.68],
  "species": ["Br", "O", "H", "H", "O", "H", "H", "O", "H", "H", "O", "H", "H", "O", "H", "H", "O", "H", "H"],
  "xyz": [[0.278168, 0.669398, -0.130798], [3.406960, 0.260563, -1.786890], [2.717398, 0.092118, -1.144740], [2.952115, 0.660388, -2.528162], [2.036592, -2.168165, -0.037665], [2.568100, -2.245924, -0.829932], [1.753512, -1.253841, -0.027370], [-2.224844, 2.026852, -1.576987], [-1.513206, 1.546263, -1.154108], [-2.988139, 1.861538, -1.023557], [-0.667328, -2.594419, -1.257803], [-0.146605, -1.822811, -1.034859], [-0.086030, -3.334704, -1.083746], [-0.064173, 1.960014, 3.568003], [-0.696823, 2.672859, 3.656527], [-0.027878, 1.786790, 2.627304], [-2.815666, -0.101271, 1.210836], [-2.329362, 0.704718, 1.037252], [-2.152792, -0.720366, 1.516694]],
  "atomic_forces_ev_per_a": [[0.2, 0.1, 0.3], [0.2, -0.1, 0.1], [0.0, 0.1, 0.1], [-0.1, 0.1, -0.3], [-0.1, -0.3, 0.2], [0.3, -0.1, -0.3], [0.1, 0.1, 0.2], [-0.1, 0.3, -0.2], [-0.1, 0.0, -0.2], [-0.4, -0.1, 0.0], [-0.6, 0.1, -0.2], [0.2, -0.1, -0.1], [0.2, -0.1, 0.2], [0.1, -0.2, 0.1], [-0.2, 0.2, 0.1], [0.1, 0.0, -0.2], [-0.1, 0.1, -0.2], [0.0, 0.3, 0.1], [0.1, -0.3, 0.2]]
}

***

Record 3
{
  "formula": "C6H5I",
  "method": "the ωB97M-V functional and the def2-TZVPD basis",
  "smiles": "C=C=C=C/C=C\\I",
  "multiplicity": 1,
  "de_lowest_kcal_mol": 55.6,
  "gap_ha": 0.3037,
  "e_lumo_ev": -0.24,
  "species": ["C", "C", "C", "C", "C", "C", "I", "H", "H", "H", "H", "H"],
  "xyz": [[0.716188, -0.057826, 1.441832], [0.781668, -1.117265, 0.756156], [0.251372, 1.145089, 1.274242], [0.259172, 1.274058, -0.196450], [0.254917, -1.864534, -0.168421], [-0.613754, 0.608743, -0.967954], [-2.579129, 0.134771, -0.389560], [0.006031, 1.871552, 2.030600], [1.269044, 1.585707, -0.588252], [-0.462226, -2.565324, 0.040380], [0.601574, -1.450245, -1.137153], [-0.484860, 0.435277, -2.095418]],
  "atomic_forces_ev_per_a": [[0.9, -0.5, 1.4], [-0.4, -1.2, 0.5], [0.0, 1.2, 0.1], [1.0, 0.4, -1.3], [2.3, 1.7, -0.5], [-0.1, 1.4, -2.1], [0.3, 0.0, 0.1], [-0.6, 0.0, -0.1], [-1.3, -0.4, -0.1], [-1.2, -2.3, -0.1], [-1.0, -0.8, 0.1], [-0.1, 0.5, 1.9]]
}

***

Record 4
{
  "formula": "C22H25N6RhS",
  "method": "the ωB97M-V functional and the def2-TZVPD basis",
  "multiplicity": 5,
  "charge": 2,
  "gap_ha": [0.2806, 0.1867],
  "s2": 6.03,
  "e_lumo_ev": [-6.26, -8.79],
  "species": ["Rh", "C", "C", "C", "C", "N", "C", "C", "C", "C", "C", "C", "N", "H", "H", "H", "H", "H", "H", "H", "H", "S", "C", "C", "C", "C", "C", "C", "H", "H", "H", "H", "H", "C", "N", "C", "N", "C", "N", "C", "N", "C", "C", "H", "H", "H", "H", "H", "H", "H", "H", "H", "H", "H", "H"],
  "xyz": [[-0.091000, 0.086100, 0.060000], [4.460900, -0.299900, 0.290200], [4.862000, 0.969900, -0.094000], [3.911600, 1.973500, -0.154000], [2.572500, 1.677300, 0.100500], [2.178500, 0.421500, 0.391200], [3.114400, -0.515700, 0.522700], [1.526500, 2.711700, 0.059900], [1.797200, 4.078700, 0.094500], [0.748600, 4.982000, 0.044600], [-0.549500, 4.504400, -0.041500], [-0.741400, 3.133400, -0.050800], [0.262700, 2.269300, -0.003500], [5.169800, -1.104000, 0.407000], [5.894200, 1.170400, -0.330000], [4.207800, 2.974200, -0.421600], [2.786000, -1.490800, 0.854400], [2.806500, 4.440700, 0.181000], [0.940400, 6.042500, 0.066300], [-1.398800, 5.165500, -0.094300], [-1.736300, 2.712900, -0.106900], [-2.355000, 0.164500, 0.039700], [-4.087400, 0.098000, 0.046900], [-4.785100, -0.095800, 1.244100], [-6.161700, -0.160900, 1.215200], [-6.847700, -0.029000, 0.010400], [-6.146500, 0.179300, -1.174200], [-4.770100, 0.242300, -1.167800], [-4.238100, -0.188800, 2.169800], [-6.705400, -0.307000, 2.135100], [-7.925700, -0.086100, -0.007000], [-6.677100, 0.299200, -2.105600], [-4.212100, 0.404000, -2.077500], [0.198800, -2.745200, 1.183000], [-0.238100, -2.274000, -0.153600], [0.706200, -2.805400, -1.164700], [0.776200, -4.248000, -1.097100], [1.230800, -4.659500, 0.222500], [0.284600, -4.184800, 1.225100], [-1.021300, -4.769000, 0.966900], [-1.458600, -4.347200, -0.356000], [-1.553500, -2.910600, -0.425000], [-0.529300, -4.839700, -1.359800], [-0.516900, -2.396800, 1.936700], [1.183200, -2.330100, 1.412700], [1.701200, -2.389600, -0.982500], [0.367600, -2.505200, -2.160700], [2.219100, -4.235500, 0.409100], [1.300000, -5.747700, 0.267700], [-1.730300, -4.425200, 1.721500], [-0.955000, -5.856700, 1.013300], [-2.282800, -2.570300, 0.315400], [-1.894900, -2.622600, -1.423700], [-0.878400, -4.562600, -2.357000], [-0.461000, -5.927100, -1.298600]],
  "atomic_forces_ev_per_a": [[0.7, -0.4, 0.1], [-0.1, 0.2, 0.0], [-0.2, -0.2, 0.1], [-0.4, 0.0, 0.0], [0.7, -0.1, -0.1], [-0.3, 0.1, 0.0], [0.3, -0.4, 0.1], [0.0, 0.6, -0.1], [-0.1, -0.4, 0.0], [-0.2, -0.2, -0.1], [0.1, -0.2, 0.0], [-0.4, 0.7, -0.1], [-0.1, -0.6, -0.1], [0.0, -0.1, 0.0], [0.1, 0.1, 0.0], [0.0, 0.1, 0.0], [0.0, 0.0, -0.1], [0.1, 0.0, 0.0], [0.1, 0.1, 0.0], [-0.1, 0.1, 0.0], [0.0, 0.1, 0.0], [-1.2, 0.0, 0.0], [1.0, 0.1, 0.0], [-0.3, 0.0, 0.4], [0.2, 0.0, 0.3], [0.1, 0.0, 0.0], [0.2, 0.1, -0.3], [-0.3, 0.0, -0.4], [0.0, 0.0, 0.1], [-0.1, 0.0, 0.1], [-0.1, 0.0, 0.0], [-0.1, 0.0, -0.1], [0.0, 0.0, -0.1], [0.1, -0.5, 0.4], [0.0, 1.5, 0.0], [0.3, -0.6, -0.3], [0.8, -0.1, -0.8], [-0.1, 0.2, -0.1], [0.5, -0.1, 1.1], [0.0, 0.3, -0.1], [-1.2, -0.3, -0.2], [-0.5, -0.4, -0.1], [0.1, 0.3, 0.1], [0.0, 0.0, -0.1], [-0.1, 0.0, 0.0], [-0.1, 0.0, 0.0], [0.0, 0.0, 0.1], [0.0, 0.0, 0.1], [0.0, 0.1, 0.0], [0.0, 0.0, 0.0], [0.0, 0.1, 0.0], [0.1, 0.0, 0.0], [0.1, 0.1, 0.1], [0.0, 0.0, 0.0], [0.0, 0.1, 0.0]]
}

***

Record 5
{
  "formula": "C41H41MnN7PSb",
  "method": "the ωB97M-V functional and the def2-TZVPD basis",
  "multiplicity": 4,
  "gap_ha": [0.1721, 0.2190],
  "s2": 4.21,
  "e_lumo_ev": [-0.25, -0.41],
  "species": ["Mn", "C", "N", "C", "C", "N", "C", "P", "C", "N", "C", "C", "N", "C", "C", "N", "C", "C", "N", "C", "H", "H", "H", "H", "H", "H", "H", "H", "H", "H", "H", "H", "H", "H", "H", "C", "C", "C", "C", "C", "C", "C", "H", "H", "H", "H", "H", "C", "C", "C", "C", "C", "C", "C", "Sb", "C", "C", "C", "C", "C", "C", "C", "C", "C", "C", "C", "C", "C", "C", "H", "H", "H", "H", "H", "H", "H", "H", "H", "H", "H", "H", "H", "H", "H", "H", "H", "H", "H", "H", "H", "N", "C"],
  "xyz": [[-0.920400, -0.572500, 0.268200], [-5.005600, 1.103000, -2.599200], [-3.629200, 0.752100, -2.422600], [-2.654500, 0.743700, -3.380400], [-1.515000, 0.282800, -2.786600], [-1.767100, -0.001800, -1.483300], [-3.064800, 0.255900, -1.281100], [-3.753100, 0.263400, 0.396900], [-2.501400, 1.349900, 1.098400], [-1.211200, 1.306800, 0.774700], [-0.658800, 2.460500, 1.229700], [-1.625100, 3.221900, 1.821000], [-2.799100, 2.525900, 1.733600], [-4.068300, 2.875600, 2.305300], [-2.882800, -1.268500, 0.953200], [-1.932900, -1.258200, 1.914200], [-1.965400, -2.487900, 2.502800], [-2.959900, -3.237700, 1.948900], [-3.569500, -2.463500, 1.006300], [-4.610000, -2.851000, 0.104000], [-5.101800, 1.809700, -3.423600], [-5.608500, 0.216500, -2.817100], [-5.386800, 1.565000, -1.685300], [-2.838900, 1.064400, -4.385600], [-0.537200, 0.141900, -3.208000], [0.389600, 2.660200, 1.111500], [-1.574300, 4.188700, 2.279900], [-3.927800, 3.635100, 3.072700], [-4.756500, 3.262500, 1.546300], [-4.526800, 1.996400, 2.764200], [-1.278900, -2.753400, 3.281800], [-3.279500, -4.239800, 2.147200], [-5.161500, -3.694000, 0.519600], [-5.297300, -2.010100, -0.034700], [-4.194100, -3.132600, -0.867400], [-0.371800, -2.071700, -0.461600], [-0.089400, -3.246100, -1.134100], [0.601400, -3.262200, -2.375800], [0.875400, -4.444300, -3.016800], [0.485300, -5.661300, -2.467900], [-0.215500, -5.669500, -1.265900], [-0.504300, -4.499900, -0.608200], [0.905000, -2.313000, -2.793900], [1.399900, -4.429000, -3.960600], [0.732000, -6.586500, -2.969000], [-0.536600, -6.610900, -0.841800], [-1.048200, -4.504100, 0.325300], [5.326900, 2.256200, -2.970700], [5.205200, 0.894000, -3.585900], [6.044600, 0.606500, -4.660700], [6.017900, -0.617200, -5.298800], [5.140500, -1.589800, -4.853400], [4.305400, -1.309100, -3.790000], [4.316600, -0.080500, -3.139300], [2.803400, -0.069600, -1.512900], [3.959200, -1.416300, -0.264100], [3.191300, -2.442500, 0.267900], [3.757700, -3.430800, 1.051700], [5.124100, -3.423800, 1.268600], [5.894600, -2.411700, 0.729500], [5.332900, -1.392400, -0.031900], [6.237300, -0.322000, -0.558200], [3.118300, 1.854700, -0.562300], [3.699600, 1.907200, 0.692700], [3.804800, 3.110200, 1.370700], [3.328700, 4.270800, 0.786700], [2.737400, 4.219000, -0.464200], [2.605800, 3.013300, -1.141500], [1.913200, 2.975900, -2.471200], [6.374400, 2.546200, -2.898500], [4.886400, 2.283600, -1.980900], [4.821800, 2.998600, -3.590000], [6.732100, 1.372800, -4.995500], [6.676100, -0.810000, -6.133600], [5.106200, -2.558200, -5.332100], [3.626900, -2.076400, -3.438900], [2.121600, -2.444300, 0.102900], [3.133600, -4.197700, 1.487400], [5.591600, -4.198300, 1.858400], [6.961600, -2.402900, 0.908000], [7.168400, -0.317100, 0.002200], [5.775500, 0.657700, -0.483900], [6.472200, -0.504000, -1.605100], [4.045300, 0.992200, 1.151300], [4.251200, 3.135200, 2.354200], [3.413600, 5.215300, 1.304900], [2.365400, 5.126300, -0.923000], [1.933800, 3.956900, -2.944200], [0.871600, 2.679200, -2.336800], [2.385300, 2.252300, -3.135900], [1.809200, -0.041700, 1.617800], [0.845200, -0.340500, 1.057400]],
  "atomic_forces_ev_per_a": [[2.8, -1.0, -1.5], [-0.7, 0.1, -0.1], [0.8, -0.5, 0.4], [-0.1, 0.1, 0.1], [0.2, -0.1, 0.1], [-1.7, 0.1, -0.4], [0.5, 0.6, -0.6], [0.2, -0.6, -0.1], [-0.1, 1.5, -0.2], [-1.5, 1.1, 0.9], [0.3, 0.0, 0.0], [-0.1, 0.0, 0.0], [0.8, -0.8, -0.3], [-0.7, 0.2, 0.1], [-1.3, -0.7, 1.5], [-1.1, 0.1, 0.3], [0.0, 0.0, -0.3], [0.0, 0.2, 0.0], [0.8, 0.4, 0.0], [-0.3, -0.2, -0.4], [0.0, 0.0, 0.1], [0.0, 0.1, 0.0], [0.0, 0.0, -0.2], [-0.1, 0.0, -0.2], [0.1, 0.0, -0.1], [0.2, 0.0, 0.0], [0.0, 0.1, 0.1], [0.0, -0.1, -0.1], [0.1, 0.0, 0.1], [0.1, 0.1, 0.0], [0.2, -0.1, 0.1], [-0.1, -0.2, 0.0], [0.0, 0.1, 0.0], [0.0, -0.1, 0.0], [-0.1, 0.0, 0.1], [-0.5, -0.7, -0.1], [0.0, 0.5, 0.1], [0.1, 0.2, -0.2], [0.0, 0.1, 0.0], [0.1, -0.3, -0.2], [0.0, -0.1, 0.1], [-0.1, -0.1, 0.1], [0.1, 0.0, -0.1], [0.1, 0.0, -0.1], [0.0, -0.1, 0.0], [0.0, -0.1, 0.1], [0.0, -0.1, 0.1], [0.0, 0.0, 0.1], [0.1, 0.1, -0.1], [0.0, 0.0, -0.1], [0.1, 0.0, -0.1], [0.0, -0.2, -0.1], [-0.2, -0.2, 0.1], [-0.5, 0.2, 0.4], [0.7, 0.0, -0.1], [-0.3, 0.4, -0.4], [-0.2, -0.1, 0.1], [0.0, -0.1, 0.0], [-0.1, 0.0, 0.0], [0.1, 0.0, 0.0], [0.1, 0.0, 0.1], [0.0, -0.1, -0.1], [-0.1, -0.5, -0.1], [0.2, 0.0, 0.1], [0.1, 0.0, 0.1], [0.0, 0.1, 0.1], [-0.1, 0.1, 0.0], [0.0, 0.1, 0.1], [0.0, 0.0, 0.0], [0.0, 0.1, 0.0], [0.1, 0.1, 0.0], [0.0, 0.1, 0.0], [0.1, 0.0, 0.0], [0.1, 0.0, -0.1], [0.0, -0.1, 0.0], [-0.1, -0.2, 0.0], [0.0, -0.1, 0.0], [0.0, -0.1, 0.0], [0.0, -0.1, 0.1], [0.1, 0.0, 0.0], [0.1, 0.1, 0.0], [0.0, 0.2, 0.0], [0.1, 0.0, -0.1], [0.0, 0.0, 0.1], [0.1, 0.0, 0.1], [0.0, 0.1, 0.0], [0.0, 0.1, 0.0], [0.0, 0.0, -0.1], [-0.1, 0.0, -0.1], [0.0, 0.0, -0.2], [0.3, 0.0, 0.4], [0.2, 0.1, 0.3]]
}

***

Record 6
{
  "formula": "C4H7LuO3",
  "method": "the ωB97M-V functional and the def2-TZVPD basis",
  "multiplicity": 1,
  "de_lowest_kcal_mol": 0.0,
  "charge": 4,
  "gap_ha": 0.2195,
  "e_lumo_ev": -21.90,
  "species": ["O", "O", "O", "C", "Lu", "C", "C", "H", "H", "H", "H", "C", "H", "H", "H"],
  "xyz": [[0.550527, 0.389481, 0.200518], [-1.228946, -0.795478, 0.796257], [-0.069809, -1.327528, -0.984563], [-0.491467, -0.509639, -0.112777], [-0.474280, -1.807853, 2.910851], [0.356623, 1.652463, 0.211184], [1.404912, 2.519711, 0.663670], [-0.680273, 2.003229, 0.121209], [2.244892, 2.565124, -0.036218], [1.693004, 2.180396, 1.676301], [0.948603, 3.512956, 0.832077], [-0.917109, -2.406269, -1.485830], [-0.817177, -2.414176, -2.574401], [-1.965221, -2.252992, -1.230638], [-0.554279, -3.309426, -0.987640]],
  "atomic_forces_ev_per_a": [[-0.3, -0.3, -1.0], [-2.5, -1.4, 5.8], [-1.0, 2.7, -0.6], [5.5, -2.7, -2.3], [-1.4, 0.6, -1.6], [-0.2, 1.6, 1.2], [-1.3, 1.0, 0.3], [0.1, 0.1, -0.7], [0.5, 0.0, 0.0], [0.6, -0.2, -0.3], [0.5, -0.1, -0.4], [-1.0, -1.2, -0.3], [0.4, -0.2, 0.2], [0.0, 0.3, 0.1], [0.2, -0.1, -0.5]]
}